Formula: C32H70N6O9
Source: the Open Molecules 2025 dataset
Level of theory: ωB97M-V with the def2-TZVPD basis set

Summary:
Energy above the lowest of the compared OMol25 structures with the same formula, charge and spin = 3.7 kcal per mole
Net charge = 0

Each line ends with the Mulliken charge.
Positions of all 117 atoms, in Å:
C1 -0.93305 4.19672 -2.76747  -0.6270
O1 -1.31826 3.16227 -1.88081  -0.4008
C2 -0.53298 1.98927 -1.92084  -0.8495
C3 -1.36180 0.77104 -2.32522  0.8860
C4 -2.11813 0.93443 -3.64444  -0.3189
C5 -3.41068 0.11851 -3.73374  -0.9510
C6 -4.55713 0.59971 -2.83097  -0.7611
C7 -4.61045 0.12490 -1.36719  -1.0862
C8 -4.25341 -1.33253 -1.09816  0.3170
C9 -4.06955 -1.59228 0.40400  -0.7745
C10 -3.74427 -3.06462 0.72826  -0.4941
C11 -2.24951 -3.31754 1.02110  -0.2100
C12 -1.49269 -4.10310 -0.06466  -1.0282
C13 -0.66012 -3.24767 -1.01481  0.0417
O2 0.66989 -3.00324 -0.50132  -0.2644
C14 0.82642 -2.01520 0.37741  -0.0566
O3 0.15716 -1.01524 0.44929  -0.2342
H1 -0.25812 4.91875 -2.29940  0.3133
H2 -1.83679 4.71908 -3.09568  0.1979
H3 -0.46287 3.79069 -3.67116  0.2971
H4 -0.14024 1.81349 -0.91075  0.2722
H5 0.32177 2.09428 -2.60057  0.3774
H6 -0.67411 -0.08200 -2.38683  0.1770
H7 -2.03619 0.55479 -1.49241  -0.4374
H8 -2.33677 1.97750 -3.87593  -0.1019
H9 -1.45818 0.58256 -4.44844  0.3811
H10 -3.77186 0.19081 -4.76641  0.4736
H11 -3.17329 -0.93932 -3.57977  0.3196
H12 -5.51344 0.36374 -3.30879  0.4467
H13 -4.50267 1.69573 -2.79567  0.1990
H14 -5.63670 0.28298 -1.01180  0.5588
H15 -3.98355 0.75476 -0.72825  0.4580
H16 -5.04471 -1.99921 -1.46252  0.4892
H17 -3.31390 -1.59670 -1.59288  -0.4970
H18 -4.93665 -1.22572 0.96116  0.4348
H19 -3.21835 -0.98028 0.72970  0.0916
H20 -4.05983 -3.67272 -0.12732  0.4691
H21 -4.34328 -3.39328 1.58091  0.0483
H22 -1.74486 -2.36247 1.18210  0.0818
H23 -2.16415 -3.86413 1.96638  0.4160
H24 -0.81760 -4.84058 0.37988  0.3621
H25 -2.19353 -4.66948 -0.68767  0.4790
H26 -1.14523 -2.29824 -1.25343  -0.1874
H27 -0.49994 -3.78027 -1.95401  0.3369
H28 1.67765 -2.18988 1.04470  0.3416
C15 6.07860 -3.89753 2.41829  -1.1292
C16 6.50126 -4.13203 0.98780  0.6774
O4 7.60121 -4.56964 0.69545  -0.6690
N1 5.59784 -3.83267 0.01134  -0.0884
C17 4.25712 -3.30845 0.16680  -0.8406
H29 6.89224 -4.17447 3.07562  0.2563
H30 5.83882 -2.84863 2.59156  0.3485
H31 5.20436 -4.49967 2.66931  0.3431
H32 5.93566 -4.00873 -0.92116  0.2258
H33 3.51857 -3.99125 -0.25800  0.3247
H34 4.16125 -2.34448 -0.33853  0.2960
H35 4.03480 -3.16953 1.21995  0.2627
C18 -3.27718 4.39605 -7.90115  -1.5558
C19 -3.26360 4.13822 -6.41145  0.8884
O5 -2.47398 3.36615 -5.89574  -0.5595
N2 -4.17435 4.80331 -5.65244  -0.0700
C20 -5.18271 5.75100 -6.08091  -0.9423
H36 -2.49680 3.79175 -8.35245  0.2995
H37 -4.23785 4.12017 -8.33713  0.3938
H38 -3.08512 5.44737 -8.11829  0.3943
H39 -4.11386 4.58547 -4.66971  0.1714
H40 -5.03085 6.72000 -5.60256  0.2986
H41 -6.18195 5.39505 -5.82480  0.2952
H42 -5.13466 5.88923 -7.15585  0.3680
C21 2.26591 8.56696 -3.75009  -1.3685
C22 1.96930 7.08460 -3.73784  0.7940
O6 1.33598 6.56055 -2.83827  -0.6010
N3 2.43592 6.34445 -4.77885  -0.1362
C23 3.19843 6.78875 -5.92754  -0.8600
H43 1.82665 9.00326 -2.85886  0.2906
H44 3.34076 8.75081 -3.74394  0.3805
H45 1.83558 9.04535 -4.63055  0.3787
H46 2.20194 5.36627 -4.71292  0.2094
H47 2.66020 6.57984 -6.85366  0.2845
H48 4.16432 6.28266 -5.97080  0.2893
H49 3.37567 7.85734 -5.86911  0.3208
C24 7.05926 -1.79051 7.20579  -1.3235
C25 7.25078 -3.06438 6.41508  0.7766
O7 6.59005 -3.31097 5.41959  -0.5947
N4 8.19710 -3.93504 6.85277  -0.1606
C26 9.07144 -3.80967 8.00151  -0.8372
H50 6.27578 -1.21257 6.72648  0.2693
H51 6.76366 -2.00801 8.23260  0.3763
H52 7.97591 -1.20034 7.22447  0.3775
H53 8.27877 -4.76160 6.28202  0.2243
H54 10.11807 -3.82056 7.69340  0.2828
H55 8.91079 -4.63138 8.70126  0.2872
H56 8.87781 -2.87686 8.51998  0.3182
C27 1.91109 3.70262 3.14204  -1.1175
C28 0.62367 3.17082 3.73113  0.7243
O8 -0.03243 3.81447 4.53216  -0.6615
N5 0.22146 1.93669 3.32862  -0.0726
C29 0.87569 1.03112 2.40168  -0.5565
H57 2.08854 4.68792 3.56095  0.2966
H58 2.75194 3.05307 3.38812  0.3114
H59 1.83873 3.78481 2.05701  0.3125
H60 -0.64812 1.64284 3.74367  0.1989
H61 0.22441 0.81773 1.55339  0.1039
H62 1.11110 0.08791 2.89765  0.1987
H63 1.79598 1.46878 2.03055  0.2845
C30 -4.29666 -6.42763 3.63408  -1.3558
C31 -5.19279 -5.35622 4.21471  0.7941
O9 -5.96848 -4.72244 3.52172  -0.6413
N6 -5.09812 -5.12016 5.55099  -0.1669
C32 -4.23868 -5.76944 6.51978  -0.8078
H64 -4.49399 -6.48636 2.56828  0.2757
H65 -3.24461 -6.18465 3.78908  0.3607
H66 -4.50029 -7.39795 4.08806  0.4612
H67 -5.71827 -4.39519 5.87531  0.2330
H68 -4.82952 -6.25537 7.29808  0.2805
H69 -3.57448 -5.04566 6.99513  0.2782
H70 -3.62911 -6.52367 6.03377  0.3119